(1)
A cluster of 6 separate species, C33H47BF15N2O12S2 in total, computed with ωB97M-V/def2-TZVPD.

LUMO level = 1.7 eV
HOMO energy = -4.88 eV
Charge = -1
Electronic energy = -125644.4984 eV
HOMO-LUMO gap = 6.622 eV

Structure (XYZ):
```
112
Properties=species:S:1:pos:R:3:forces:R:3:lowdin_charge:R:1
C -0.1991 -0.7033 -2.0820 0.0 0.3 0.7 -0.049
C -1.0106 0.3595 -1.3441 0.1 -0.2 -0.4 -0.221
O -1.2450 1.4768 -2.2185 0.0 0.2 0.7 -0.070
C -1.1107 2.6744 -1.4831 -1.2 0.3 0.5 -0.455
O -2.0770 3.1905 -0.9798 1.0 -0.5 -0.9 0.139
C 0.3031 3.1692 -1.4849 -0.2 0.6 -0.5 -0.127
C 0.4954 4.6308 -1.0926 0.6 -0.1 0.3 -0.224
C 0.9167 4.8318 0.3732 -0.8 0.0 0.0 -0.213
B 0.0414 4.0547 1.5507 0.3 0.4 -0.1 -0.480
C 1.0051 3.7439 2.8706 -0.8 0.0 -0.1 -0.215
C 1.2236 2.2543 3.1556 0.5 0.3 -0.2 -0.288
C 1.4680 1.4721 1.8713 0.5 0.1 -0.1 -0.444
S 2.5463 0.0069 2.1039 0.1 -0.2 0.0 0.924
C 3.4978 -0.0410 0.6454 -0.3 0.3 0.3 -1.120
S 3.7933 -1.3901 -0.1878 0.2 -0.3 -0.1 0.692
N 4.0394 1.2085 0.2342 -0.5 -1.0 0.5 -0.175
C 3.7138 1.8904 -0.8959 0.2 0.2 -0.3 -0.095
C 4.4534 3.0244 -0.8407 -0.5 -0.1 -0.7 -0.160
N 5.2187 3.0416 0.2704 1.0 0.6 0.8 0.068
C 4.9537 1.9468 0.9224 -0.5 0.2 -0.4 -0.167
H 0.6578 -0.9576 -1.4683 0.2 -0.3 0.1 0.055
H 0.1885 -0.2966 -3.0053 -0.1 0.0 -0.3 0.065
H -0.7846 -1.6017 -2.2338 0.0 -0.2 -0.3 0.061
H -1.9532 -0.0478 -0.9869 -0.3 0.1 0.0 0.117
H -0.4682 0.6919 -0.4652 0.1 0.2 0.2 0.094
H 0.6391 3.0213 -2.5101 0.1 -0.2 -0.2 0.120
H 0.9223 2.5523 -0.8445 0.0 -0.4 0.2 0.092
H -0.3805 5.2041 -1.3805 -0.3 0.1 0.2 0.102
H 1.3089 5.0126 -1.7141 0.0 0.1 -0.3 0.088
H 0.8229 5.9030 0.5627 0.2 0.2 0.1 0.070
H 1.9882 4.6276 0.4531 0.2 -0.2 -0.1 0.065
H -0.8886 4.7955 1.8600 -0.1 -0.1 0.0 0.045
H -0.4505 3.0162 1.1267 0.0 -0.2 0.0 0.050
H 1.9621 4.2644 2.8070 0.3 0.0 -0.1 0.077
H 0.5112 4.1550 3.7499 0.0 0.1 0.3 0.068
H 0.3604 1.8459 3.6671 -0.2 -0.2 0.2 0.096
H 2.1009 2.1329 3.7895 0.1 -0.2 0.3 0.083
H 0.5590 1.1011 1.4284 -0.3 -0.1 0.0 0.032
H 1.9404 2.1057 1.1275 0.2 0.2 0.0 0.067
H 3.0084 1.5603 -1.6219 -0.3 -0.4 -0.2 0.114
H 4.4049 3.7939 -1.5819 0.3 0.5 0.0 0.096
H 5.3439 1.6109 1.8591 0.2 0.0 0.3 0.123
C 2.7519 -1.0072 -8.2301 0.2 0.1 0.2 -0.061
C 1.6845 -1.8925 -7.6239 -0.1 0.1 -0.5 -0.201
O 2.1175 -2.4473 -6.3699 0.0 -0.1 0.1 0.031
C 2.0048 -1.6468 -5.3165 -0.1 0.0 -0.3 -0.396
O 1.5831 -0.5315 -5.3163 0.0 0.2 0.1 0.175
C 2.4656 -2.3876 -4.0522 0.2 -0.1 0.3 -0.555
F 3.6120 -3.0457 -4.2657 0.0 0.0 -0.1 0.165
F 1.5440 -3.2875 -3.6834 -0.1 -0.1 -0.1 0.165
F 2.6486 -1.5421 -3.0525 0.0 0.0 -0.1 0.127
H 3.6892 -1.5554 -8.3305 0.0 0.0 -0.1 0.083
H 2.4395 -0.6596 -9.2143 0.0 0.0 0.0 0.081
H 2.9434 -0.1380 -7.6022 -0.1 0.0 0.0 0.079
H 1.4887 -2.7477 -8.2675 0.1 -0.1 0.1 0.123
H 0.7464 -1.3559 -7.4884 0.0 0.1 0.2 0.125
C -3.7636 -1.5566 -3.9433 0.1 -0.3 0.0 -0.052
C -5.1768 -1.6509 -3.4151 0.2 0.5 -0.1 -0.187
O -5.5933 -3.0259 -3.2736 -0.2 -0.1 0.0 0.031
C -5.1825 -3.6515 -2.1819 0.0 0.4 -0.2 -0.409
O -4.5106 -3.2011 -1.3057 0.1 -0.1 0.2 0.180
C -5.7443 -5.0821 -2.1717 0.0 -0.2 0.0 -0.552
F -5.6045 -5.6716 -3.3647 0.0 0.0 0.0 0.162
F -7.0501 -5.0634 -1.8728 -0.1 0.0 0.0 0.164
F -5.1236 -5.8287 -1.2667 0.1 0.0 0.1 0.174
H -3.6675 -2.1124 -4.8774 -0.1 0.1 0.0 0.082
H -3.4914 -0.5167 -4.1202 0.0 0.0 0.0 0.089
H -3.0517 -1.9801 -3.2359 0.0 0.1 0.1 0.066
H -5.8775 -1.2086 -4.1197 -0.1 -0.2 0.0 0.123
H -5.2864 -1.1277 -2.4664 0.0 -0.2 0.1 0.129
C -4.0691 7.6327 1.4791 0.0 -0.1 0.3 -0.057
C -3.1042 8.7971 1.5251 -0.2 -0.1 -0.5 -0.200
O -2.8673 9.2302 2.8792 0.0 0.2 0.1 0.022
C -1.9897 8.4886 3.5521 -0.2 0.0 -0.5 -0.405
O -1.4192 7.5333 3.1360 0.3 -0.1 0.3 0.191
C -1.7852 9.0758 4.9568 0.0 0.0 0.2 -0.548
F -2.9535 9.4000 5.5298 0.0 0.0 0.0 0.155
F -1.0425 10.1916 4.8904 0.0 0.1 -0.1 0.158
F -1.1641 8.2141 5.7489 0.1 -0.1 0.0 0.179
H -4.9991 7.8886 1.9902 0.0 0.1 -0.1 0.078
H -4.2935 7.3699 0.4462 0.0 0.0 0.0 0.083
H -3.6478 6.7564 1.9705 0.1 0.0 -0.1 0.082
H -3.5214 9.6628 1.0134 0.0 0.1 0.2 0.119
H -2.1591 8.5472 1.0447 0.1 -0.1 0.2 0.127
C -0.9030 -4.2892 6.0731 -0.2 0.2 0.0 -0.058
C 0.0475 -4.1150 4.9079 0.2 -0.4 0.3 -0.198
O -0.5593 -3.3595 3.8477 0.0 0.0 -0.2 0.034
C -0.5506 -2.0399 3.9891 0.2 -0.3 0.1 -0.399
O -0.0917 -1.4262 4.9032 0.0 0.2 0.1 0.173
C -1.1794 -1.3921 2.7470 -0.3 0.2 -0.2 -0.555
F -2.3188 -2.0076 2.4003 0.0 -0.1 0.0 0.164
F -0.3312 -1.4874 1.7186 0.0 0.0 -0.1 0.149
F -1.4520 -0.1153 2.9602 0.1 0.1 0.1 0.188
H -1.8392 -4.7360 5.7364 0.0 -0.1 0.0 0.082
H -0.4569 -4.9325 6.8311 0.0 0.0 0.0 0.080
H -1.1419 -3.3297 6.5306 0.1 0.0 0.0 0.077
H 0.2920 -5.0813 4.4722 -0.1 0.1 -0.2 0.110
H 0.9808 -3.6456 5.2165 -0.1 0.2 0.0 0.128
C 1.8695 -7.9426 -0.4321 0.0 -0.2 0.2 -0.060
C 2.2958 -6.7709 0.4252 0.0 0.1 -0.6 -0.186
O 1.9693 -6.9941 1.8116 -0.1 0.0 0.2 0.035
C 2.8076 -7.7489 2.4998 0.0 0.2 -0.4 -0.408
O 3.8050 -8.2690 2.0991 0.1 -0.2 0.1 0.172
C 2.3349 -7.8231 3.9595 -0.2 -0.1 0.2 -0.553
F 1.0197 -8.0571 4.0386 -0.1 0.0 0.0 0.162
F 2.5809 -6.6587 4.5706 0.1 0.1 0.1 0.166
F 2.9618 -8.7871 4.6238 0.1 0.0 0.0 0.174
H 0.8081 -8.1499 -0.2929 0.0 0.1 -0.1 0.083
H 2.0504 -7.7234 -1.4835 0.0 0.0 0.0 0.082
H 2.4202 -8.8450 -0.1675 0.1 0.0 0.0 0.076
H 1.7527 -5.8728 0.1414 -0.1 0.0 0.2 0.129
H 3.3594 -6.5614 0.3243 0.0 -0.1 0.1 0.127
```
Forces are in eV/Å.


(2)
A structure of composition C15H31F5MoOP2Te, computed with ωB97M-V/def2-TZVPD.

Expectation value of S² = 2.0472
LUMO level (spin up / spin down) = -9.0 / -9.1 eV
HOMO energy (spin up / spin down) = -14.60 / -14.60 eV
Charge = +2
Electronic energy = -59397.4031 eV
HOMO-LUMO gap (spin up / spin down) = 5.594 / 5.518 eV
Spin multiplicity = 3

Structure (XYZ):
```
56
Properties=species:S:1:pos:R:3:forces:R:3:lowdin_spin:R:1
P -1.2143 0.9647 -1.7511 1.0 -1.4 0.0 0.004
P -0.5128 1.0966 1.9475 1.1 -1.7 0.8 -0.011
C -0.1194 -0.1319 -0.7164 0.6 0.6 -0.5 0.002
C -0.2321 -0.2855 0.8032 -0.3 -0.7 1.3 0.027
H 0.9256 0.0303 -1.0030 -0.2 -0.3 0.0 0.008
H -0.4168 -1.1081 -1.1383 0.6 0.3 0.0 -0.004
H -0.9478 -1.0761 1.0699 0.1 0.3 -0.2 0.003
H 0.7352 -0.6278 1.1737 -0.3 -0.3 -0.5 0.002
C 1.2041 1.4290 2.5530 -0.6 0.9 -0.3 0.005
H 1.1451 2.3989 3.0645 0.3 -0.3 0.1 0.001
H 1.9284 1.4969 1.7288 -0.1 0.0 0.2 0.002
H 1.4855 0.6278 3.2493 0.0 0.2 -0.3 -0.001
C -1.2695 0.3028 3.3746 -1.3 0.3 0.5 -0.002
H -0.4654 -0.0843 4.0248 -0.3 0.2 -0.4 -0.002
H -1.9214 -0.5298 3.0605 0.2 0.5 0.1 0.000
H -1.8541 1.0591 3.9228 0.2 -0.6 0.0 0.000
C -0.4134 1.1825 -3.3575 -0.1 0.4 0.2 0.013
H -1.0162 1.9231 -3.9024 0.2 -0.2 -0.1 0.000
H -0.4371 0.2121 -3.8642 0.1 0.2 0.0 0.000
H 0.6150 1.5378 -3.2569 -0.1 0.0 -0.1 0.002
C -2.5987 -0.1010 -2.1134 -0.8 0.7 0.4 0.003
H -2.9372 -0.6345 -1.2213 0.0 0.1 -0.1 0.000
H -2.2425 -0.7960 -2.8742 -0.1 0.0 0.0 -0.001
H -3.4115 0.5218 -2.4973 -0.1 -0.3 -0.1 0.000
Mo -0.4619 2.3090 -0.0305 -2.3 3.1 1.3 1.966
C 1.5248 -2.6986 0.7369 0.7 0.0 0.3 0.002
C 2.5447 -1.8275 0.6285 -0.1 -0.9 0.3 0.001
C 3.6735 -1.9832 -0.3502 0.4 0.2 -0.2 0.000
C 3.2368 -2.3285 -1.8032 0.5 -0.4 0.3 -0.001
C 1.8655 -1.8742 -2.2130 -0.4 -0.6 -0.6 -0.004
C 0.7673 -2.6536 -2.1669 0.7 0.0 -0.4 0.000
C 0.6558 -3.9464 -1.4010 -0.1 -0.3 0.1 0.000
C 1.3880 -3.9907 -0.0228 -0.1 -0.6 -0.1 0.000
C -2.3505 3.0913 -0.8929 0.0 0.5 0.2 -0.047
H 0.7782 -2.5849 1.5338 0.4 0.1 -0.2 0.000
H 2.6973 -1.0453 1.3803 -0.3 -0.1 -0.2 0.000
H 4.3484 -2.7843 0.0032 -0.2 0.3 -0.1 0.000
H 4.2888 -1.0680 -0.3843 -0.3 -0.3 0.2 0.000
H 3.9632 -1.8620 -2.4872 -0.2 -0.2 0.2 0.000
H 3.3507 -3.4219 -1.9486 -0.3 0.6 0.0 0.000
H 1.8193 -0.8732 -2.6697 0.0 -0.5 -0.2 0.000
H -0.0885 -2.4474 -2.8219 0.0 0.4 0.4 0.000
H 1.0443 -4.7742 -2.0189 -0.2 0.2 0.2 0.000
H -0.4079 -4.1920 -1.2218 0.4 0.3 -0.3 0.000
H 0.7960 -4.6603 0.6247 0.3 0.1 -0.3 0.000
H 2.3579 -4.4967 -0.1597 -0.2 0.4 0.2 0.000
H -3.1382 2.8882 -0.1422 0.4 0.0 -0.4 0.010
H -2.7301 2.8814 -1.9082 0.2 0.1 0.4 -0.002
H -2.0546 4.1543 -0.8349 -0.2 -0.2 -0.1 0.001
F -1.1587 5.7567 3.3637 -1.2 -1.3 -0.7 -0.001
Te -2.2453 4.4200 2.5649 -0.9 1.4 1.4 0.003
F -3.3999 3.0294 1.9005 0.9 0.9 0.4 0.003
F -1.6991 3.1469 3.8852 -0.2 0.8 -0.8 0.001
F -3.6632 4.8509 3.7842 1.7 -0.4 -1.7 0.000
F -2.9418 5.6515 1.2814 0.6 -1.4 1.2 0.000
O -0.7894 3.9246 1.5140 -0.1 -1.2 -1.7 0.017
```
Forces are in eV/Å.